The following is a quantum chemistry calculation of a structure of composition C18H28NO4S4Se2Y in a non-equilibrium geometry, from OMol25.

**F_max**: 2.5 eV/Å
**Spin multiplicity**: 1
**Total energy**: -203880.524 eV
**Total charge**: -2
**LUMO level**: 0.160 Ha
**Molar mass**: 697.52 g/mol
**Orbital gap**: 5.2 eV
**Energy relative to the best compared isomer or geometry (same formula, charge and spin)**: 0.520 eV

XYZ file:
```
58
Properties=species:S:1:pos:R:3:lowdin_charge:R:1
Y 1.2583 0.4911 -0.3070 0.74
O -0.0186 2.2224 -0.7475 -0.32
N -0.8545 2.9246 -0.0347 -0.20
C -0.3749 3.7442 0.9084 -0.06
C -1.1929 4.5814 1.6319 -0.09
C -2.5637 4.5587 1.3754 -0.11
C -3.0545 3.6833 0.4377 -0.13
C -2.2041 2.8306 -0.2856 -0.72
S -2.7738 1.7453 -1.4341 0.62
H 0.6966 3.6943 1.0551 0.12
H -0.7594 5.2245 2.3840 0.09
H -3.2295 5.2282 1.9059 0.09
H -4.1103 3.6147 0.2175 0.09
O -0.2312 -0.1925 -2.1713 -0.25
C -0.1415 -1.3000 -3.0318 -0.25
C 1.2859 -1.3527 -3.6114 -0.56
C 1.2677 -2.2443 -4.8723 -0.25
O 2.5473 -2.4916 -5.4142 -0.09
C 2.3208 -1.9462 -2.6354 -0.57
Se 1.8095 -2.1950 -0.7296 0.47
C 1.6642 0.0627 -4.0765 -0.56
Se 2.4807 1.2910 -2.7448 0.44
H -1.1471 0.1395 -2.0594 0.00
H -0.8658 -1.2140 -3.8587 0.13
H -0.3423 -2.2450 -2.4997 0.09
H 0.6413 -1.7658 -5.6445 0.12
H 0.8421 -3.2260 -4.6364 0.12
H 3.1184 -1.7523 -5.1664 0.07
H 3.2041 -1.3018 -2.6006 0.01
H 2.6348 -2.9421 -2.9620 0.04
H 0.7758 0.5745 -4.4514 0.05
H 2.3953 0.0167 -4.8908 0.03
C 4.2649 -1.1397 2.4254 -0.16
C 3.1436 -0.1591 2.2027 -0.85
S 3.4686 1.0722 0.9883 0.40
C 1.9922 -0.2089 2.8974 -0.80
C 1.7181 -1.2641 3.9359 -0.15
S 0.7032 0.9655 2.6271 0.50
H 5.0975 -0.8689 1.7822 0.04
H 3.9422 -2.1509 2.1682 0.06
H 4.6006 -1.1298 3.4667 0.06
H 2.0452 -2.2401 3.5788 0.07
H 0.6503 -1.3112 4.1400 0.03
H 2.2398 -1.0410 4.8712 0.07
O -0.7330 -0.3524 0.5076 -0.71
S -1.0110 -0.7691 1.9066 0.77
C -2.3511 -2.0698 1.5137 -0.28
C -3.7059 -1.5348 1.9267 -0.26
C -3.6091 -0.0187 1.8116 -0.26
C -2.3356 0.3654 2.5301 -0.33
H -2.0814 -3.0017 2.0076 0.07
H -2.2689 -2.1986 0.4390 0.08
H -3.9162 -1.8037 2.9662 0.10
H -4.5104 -1.9372 1.3048 0.10
H -4.4816 0.4809 2.2421 0.11
H -3.5276 0.2728 0.7633 0.06
H -2.3995 0.1968 3.6059 0.09
H -2.0160 1.3858 2.3384 0.05
```